# C25H34NO3

A gas-phase ion, C25H34NO3 (charge +1) (ωB97M-V/def2-TZVPD, the OMol25 dataset).

* electronic energy: -1253.26619 Eh
* LUMO level: -1.99 eV
* HOMO level: -11.11 eV
* charge: +1
* SMILES: C=CCc1ccc(OC[C@@H](O)C[N@H+]2CC[C@H](Cc3ccccc3)CC2)c(OC)c1
* Kohn-Sham gap: 9.12 eV

The geometry in XYZ format:
```
63
Properties=species:S:1:pos:R:3:nbo_charge:R:1
C -7.2031 -3.8171 0.2958 -0.392
C -7.1659 -2.7286 -0.4483 -0.166
C -7.3088 -1.3321 0.0847 -0.464
C -6.0648 -0.5345 -0.1948 0.018
C -6.0952 0.6165 -0.9662 -0.210
C -4.9301 1.3179 -1.2245 -0.229
C -3.7246 0.8697 -0.7186 0.202
O -2.5277 1.5236 -0.9974 -0.541
C -2.3104 2.7435 -0.3116 -0.087
C -0.9215 2.6483 0.3326 0.063
O -0.8333 1.5640 1.2211 -0.747
C 0.1375 2.4369 -0.7836 -0.253
N 1.2956 1.7608 -0.1700 -0.387
C 2.2962 2.7038 0.3758 -0.217
C 3.3265 1.9545 1.2105 -0.411
C 4.0272 0.8830 0.3734 -0.210
C 5.0367 0.0904 1.2157 -0.405
C 5.8111 -0.8819 0.3663 -0.057
C 5.5105 -2.2372 0.3746 -0.168
C 6.2136 -3.1198 -0.4273 -0.217
C 7.2239 -2.6548 -1.2510 -0.208
C 7.5317 -1.3046 -1.2654 -0.196
C 6.8291 -0.4251 -0.4618 -0.214
C 2.9655 -0.0418 -0.2243 -0.429
C 1.9439 0.7486 -1.0299 -0.213
C -3.6804 -0.2864 0.0738 0.328
O -2.4364 -0.6322 0.5545 -0.545
C -2.3385 -1.7825 1.3695 -0.253
C -4.8514 -0.9792 0.3227 -0.301
H -7.0977 -4.8008 -0.1281 0.206
H -7.3602 -3.7726 1.3616 0.191
H -7.0115 -2.7958 -1.5170 0.202
H -8.1657 -0.8491 -0.3893 0.227
H -7.4872 -1.3700 1.1619 0.223
H -7.0299 0.9713 -1.3714 0.223
H -4.9462 2.2124 -1.8278 0.228
H -2.3353 3.5820 -1.0175 0.194
H -3.0700 2.9056 0.4587 0.213
H -0.7102 3.5545 0.9096 0.196
H -1.4359 0.8483 0.9144 0.517
H 0.4293 3.3769 -1.2488 0.229
H -0.3056 1.7808 -1.5362 0.246
H 0.8410 1.2731 0.6444 0.470
H 1.7788 3.4452 0.9864 0.229
H 2.7803 3.2103 -0.4629 0.218
H 4.0548 2.6692 1.5933 0.241
H 2.8373 1.4905 2.0700 0.212
H 4.5707 1.3677 -0.4442 0.209
H 4.5091 -0.4447 2.0072 0.211
H 5.7281 0.7924 1.6853 0.224
H 4.7290 -2.6086 1.0226 0.198
H 5.9745 -4.1722 -0.4051 0.219
H 7.7747 -3.3424 -1.8739 0.223
H 8.3245 -0.9373 -1.8993 0.221
H 7.0822 0.6258 -0.4671 0.208
H 3.4408 -0.7777 -0.8730 0.258
H 2.4605 -0.5849 0.5781 0.207
H 1.1754 0.0828 -1.4274 0.231
H 2.4272 1.2634 -1.8636 0.219
H -1.2865 -1.8695 1.6360 0.198
H -2.6506 -2.6778 0.8274 0.194
H -2.9348 -1.6760 2.2792 0.190
H -4.8476 -1.8766 0.9203 0.232
```



# C25H34NOP2SZr

A molecular structure, C25H34NOP2SZr (ωB97M-V/def2-TZVPD, the OMol25 dataset).

* electronic energy: -2229.93096 Eh
* LUMO level: -10.75 eV
* HOMO level: -16.16 eV
* charge: +3
* Kohn-Sham gap: 5.41 eV

The geometry in XYZ format:
```
65
Properties=species:S:1:pos:R:3:nbo_charge:R:1
Zr -0.2580 0.2973 0.1142 2.031
C 0.2490 1.7781 4.1754 -0.896
P 0.4778 1.2735 2.4510 0.805
C 2.2846 1.2173 2.2088 -0.940
C -0.0739 2.7253 1.4534 -0.423
C 0.7421 3.8590 1.4499 -0.096
C 0.3642 5.0114 0.7847 -0.158
C -0.8250 5.0337 0.0653 -0.126
C -1.6443 3.9174 0.0359 -0.166
C -1.3147 2.7629 0.7493 -0.396
P -2.5657 1.3883 0.7736 0.816
C -4.0192 2.0245 -0.0786 -0.924
C -3.0744 1.2197 2.5077 -0.919
H 0.7017 2.7655 4.2537 0.275
H 0.7657 1.0752 4.8294 0.283
H -0.8002 1.8247 4.4571 0.275
H 2.7500 2.0892 2.6662 0.276
H 2.5579 1.1810 1.1587 0.271
H 2.6732 0.3302 2.7119 0.271
H 1.6862 3.8541 1.9819 0.226
H 1.0003 5.8885 0.8223 0.264
H -1.1254 5.9282 -0.4678 0.265
H -2.5589 3.9677 -0.5397 0.244
H -3.8353 2.1944 -1.1360 0.278
H -4.3314 2.9431 0.4138 0.278
H -4.8080 1.2777 0.0163 0.293
H -3.2263 2.2164 2.9193 0.276
H -2.3549 0.6671 3.1023 0.248
H -4.0165 0.6707 2.5324 0.290
N 5.6209 2.8744 -7.6575 -0.168
C 4.9889 2.5727 -6.7442 0.212
C 4.1955 2.1981 -5.5989 -0.062
C 3.0848 1.3703 -5.7749 -0.163
C 2.3209 1.0174 -4.6859 -0.154
C 2.6681 1.4988 -3.4098 -0.173
C 3.7904 2.3288 -3.2395 -0.159
C 4.5506 2.6723 -4.3339 -0.153
C 1.8729 1.1533 -2.3035 0.444
C 1.1751 0.8427 -1.3238 -0.913
H 2.8323 1.0123 -6.7651 0.262
H 1.4587 0.3763 -4.8097 0.233
H 4.0576 2.6912 -2.2557 0.231
H 5.4207 3.3071 -4.2234 0.260
C 2.1458 -5.5002 -1.0207 -0.628
C 0.7401 -5.1219 -1.4901 -0.420
C -0.0398 -4.3122 -0.4477 -0.547
S 0.7997 -2.7242 -0.2065 1.202
O -0.4036 -1.6458 0.0393 -0.992
C 1.5840 -2.8770 1.4148 -0.576
C 0.7384 -2.7193 2.6824 -0.409
C -0.1663 -3.8883 3.0748 -0.624
H 2.6101 -6.1981 -1.7163 0.269
H 2.1230 -5.9867 -0.0398 0.217
H 2.8136 -4.6286 -0.9655 0.195
H 0.1475 -6.0169 -1.6856 0.263
H 0.7847 -4.5660 -2.4294 0.227
H -0.0891 -4.8131 0.5127 0.257
H -1.0443 -4.0376 -0.7789 0.275
H 2.3887 -2.1441 1.3661 0.249
H 2.0478 -3.8669 1.3589 0.287
H 0.1472 -1.8107 2.6384 0.194
H 1.4774 -2.5612 3.4691 0.248
H -1.0543 -3.9609 2.4472 0.210
H -0.5167 -3.7541 4.0983 0.254
H 0.3724 -4.8402 3.0428 0.232
```



# C25H35AsBN6PrS3

A molecular structure, C25H35AsBN6PrS3 (ωB97M-V/def2-TZVPD, the OMol25 dataset).

* expectation value of S²: 2.00
* electronic energy: -5274.52082 Eh
* LUMO level (spin up / spin down): 0.21 / 0.25 eV
* HOMO level (spin up / spin down): -7.21 / -7.21 eV
* multiplicity: 3
* Kohn-Sham gap (spin up / spin down): 7.42 / 7.47 eV

The geometry in XYZ format:
```
72
Properties=species:S:1:pos:R:3:lowdin_spin:R:1
Pr 1.4754 -0.5455 0.7957 2.039
C 3.4383 -0.7351 4.0777 0.000
C 1.9552 -0.4314 4.3822 0.000
C 1.2712 -0.3189 5.5691 0.000
C -0.0432 -0.0369 5.2139 0.000
C -1.2774 0.1949 6.0608 0.000
N -0.0755 0.1260 3.8610 0.000
N 1.1548 -0.0726 3.3954 -0.004
B -1.1302 0.6506 2.9424 0.000
N -0.5636 1.8701 2.1305 0.000
N 0.3800 1.7934 1.1498 -0.004
C 0.7647 3.0289 0.8187 0.000
C 1.6790 3.2251 -0.3760 0.000
C 0.1965 3.9260 1.6722 0.000
C -0.7106 3.1800 2.4621 0.000
C -1.6390 3.6805 3.4943 0.000
N -1.5184 -0.4083 1.8689 0.000
N -0.7039 -1.5367 1.6035 -0.004
C -1.4403 -2.3523 0.8460 -0.001
C -0.9414 -3.7145 0.4872 0.000
C -2.6857 -1.7514 0.5269 0.000
C -2.6625 -0.5388 1.1936 0.000
C -3.7076 0.4910 1.3536 0.000
H 3.6260 -1.7899 3.8527 0.000
H 4.0260 -0.5458 4.9565 0.000
H 3.8415 -0.1313 3.3180 0.000
H 1.6996 -0.2719 6.5687 0.000
H -1.0005 0.1101 7.1187 0.000
H -2.0822 -0.5073 5.8957 0.000
H -1.6527 1.1907 5.9131 0.000
H -2.0691 1.1051 3.5288 0.000
H 2.5444 3.9018 -0.1278 0.000
H 1.1717 3.8027 -1.1505 0.000
H 2.1294 2.2661 -0.7271 0.000
H 0.2470 4.9819 1.6620 0.000
H -1.8659 4.6717 3.2549 0.000
H -1.1828 3.8089 4.4760 0.000
H -2.5422 3.0797 3.5114 0.000
H -0.2839 -3.6470 -0.3646 0.000
H -1.7140 -4.5362 0.3173 0.000
H -0.2909 -4.0394 1.2677 0.000
H -3.5733 -2.1518 0.0546 0.000
H -4.0950 0.5270 2.3223 0.000
H -4.6075 0.2618 0.7394 0.000
H -3.2609 1.4653 1.1731 0.000
S 4.1714 -2.3823 -2.5204 -0.001
C 3.6232 -1.9103 -0.9969 -0.001
S 2.4211 -2.9127 -0.1571 -0.012
S 4.0531 -0.3717 -0.2195 -0.012
C -0.9312 0.9621 -2.6590 0.000
As 0.6185 -0.2812 -2.4411 -0.002
C 1.9659 0.4602 -3.5455 -0.001
C -0.1082 -1.7914 -3.4092 0.000
C -0.0772 -1.6338 -4.9077 0.000
C -1.1207 -1.0552 -5.6117 0.000
C -1.1749 -0.9458 -6.9572 0.000
C -0.0725 -1.2781 -7.7159 0.000
C 0.9657 -1.9079 -7.0492 0.000
C 0.9865 -2.1102 -5.6997 0.000
H -1.0679 1.2657 -3.7108 0.000
H -0.8505 1.7956 -1.9508 0.000
H -1.8268 0.4043 -2.3515 0.000
H 1.6386 0.9646 -4.4468 0.000
H 2.6352 -0.3514 -3.7530 0.000
H 2.5481 1.2439 -2.9718 0.000
H -1.0903 -1.8193 -2.9656 0.000
H 0.5288 -2.5864 -3.0509 0.000
H -2.0410 -0.7304 -5.0638 0.000
H -1.9831 -0.3566 -7.3575 0.000
H 0.1134 -1.1478 -8.7867 0.000
H 1.9467 -2.2663 -7.5890 0.000
H 1.8476 -2.5336 -5.2021 0.000
```